[1]
DFT (the ωB97M-V functional and the def2-TZVPD basis) results for a structure of composition C19H27N2Tl in a non-equilibrium geometry.

Results
Gap between HOMO and LUMO (spin up / spin down): 3.4 / 3.3 eV
Total charge: +2
LUMO level (spin up / spin down): -0.3799 / -0.3783 Ha
Relative energy (zero: lowest compared OMol25 entry of this formula, charge and spin): 17.44 kcal/mol

Each line ends with the Löwdin charge.
CARTESIAN COORDINATES (ANGSTROEM)
C1 1.3660 2.5762 -1.8001  -0.179
H1 2.4087 2.8665 -1.9393  0.067
H2 1.0410 1.7240 -2.3899  0.003
H3 1.8509 0.7623 2.8402  0.059
C2 0.3474 3.7023 -1.7506  -0.328
H4 -0.5925 3.3106 -2.1680  0.115
H5 0.0991 4.0042 -0.7186  0.103
C3 0.7462 4.9598 -2.5386  -0.072
H6 -0.0875 5.6707 -2.5724  0.097
H7 1.5917 5.4698 -2.0680  0.089
H8 1.0217 4.7141 -3.5699  0.091
C4 -0.9319 -2.0152 -0.1576  -0.160
C5 -1.5804 -1.2169 -1.1275  -0.146
C6 -0.6147 -0.8238 -2.0950  -0.150
C7 0.6396 -1.3569 -1.6978  -0.187
C8 0.4409 -2.1005 -0.4995  -0.164
C9 1.4497 -2.9100 0.2128  -0.002
C10 1.9035 -1.2417 -2.4549  -0.004
C11 -0.8897 -0.0861 -3.3449  0.009
C12 -3.0306 -0.9341 -1.1776  -0.002
C13 -1.5871 -2.7388 0.9534  0.005
Tl1 1.5658 1.5820 0.3832  1.273
H9 2.7388 -1.6817 -1.9002  0.086
H10 1.8373 -1.7706 -3.4209  0.123
H11 2.1553 -0.1902 -2.6760  0.081
H12 2.4534 -2.7421 -0.1948  0.086
H13 1.4698 -2.6722 1.2879  0.080
H14 1.2300 -3.9883 0.1214  0.123
H15 -2.5307 -2.2530 1.2333  0.087
H16 -1.8213 -3.7795 0.6695  0.125
H17 -0.9430 -2.7749 1.8409  0.092
H18 -3.2382 -0.0631 -1.8093  0.086
H19 -3.5940 -1.7886 -1.5886  0.124
H20 -3.4222 -0.7355 -0.1707  0.087
H21 -0.1954 0.7540 -3.4941  0.075
H22 -0.7924 -0.7443 -4.2276  0.127
H23 -1.9068 0.3139 -3.3461  0.087
N1 2.7362 -0.7341 6.0940  0.215
C14 1.8519 -0.4841 5.3610  -0.146
C15 0.7752 -0.2079 4.4625  -0.172
C16 -0.5374 -0.1736 4.8929  0.013
C17 -1.5635 0.0774 3.9784  0.005
C18 -1.2254 0.2727 2.6216  -0.142
N2 -0.0085 0.2364 2.1430  -0.058
C19 1.1244 -0.0608 3.0209  -0.231
H24 -0.7646 -0.3454 5.9499  0.148
H25 -2.6086 0.1125 4.2746  0.127
H26 -2.0347 0.4717 1.9042  0.126
H27 1.6568 -0.9672 2.6529  0.129

=====

[2]
DFT (the ωB97M-V functional and the def2-TZVPD basis) results for an isolated molecule of C19H27N3O2.

Results
SMILES: COc1ccc(CC2(CO)CCN(Cc3cnn(C)c3)CC2)cc1
Gap between HOMO and LUMO: 8.7 eV
LUMO level: 0.0206 Ha
Relative energy (zero: lowest compared OMol25 entry of this formula, charge and spin): 69.82 kcal/mol

Each line ends with the natural charge from an NBO analysis.
CARTESIAN COORDINATES (ANGSTROEM)
C1 -2.5522 -4.7948 -0.2527  -0.251
O1 -2.9221 -3.7904 0.6582  -0.493
C2 -2.7732 -2.4868 0.2861  0.305
C3 -2.2770 -2.0553 -0.9376  -0.332
C4 -2.1647 -0.6993 -1.1981  -0.133
C5 -2.5288 0.2556 -0.2593  -0.067
C6 -2.3546 1.7204 -0.5370  -0.417
C7 -0.9743 2.2950 -0.1091  -0.055
C8 -0.9816 3.8100 -0.4148  -0.059
O2 -1.0936 4.1280 -1.7798  -0.716
C9 -0.7640 2.0849 1.3974  -0.433
C10 0.6828 2.3490 1.8403  -0.211
N1 1.6667 1.6001 1.0888  -0.442
C11 1.6730 0.1767 1.4001  -0.231
C12 2.8063 -0.5168 0.7231  -0.137
C13 4.1834 -0.2806 0.8768  -0.056
N2 4.8917 -1.0854 0.1092  -0.262
N3 4.0160 -1.8418 -0.5436  -0.165
C14 4.4607 -2.8435 -1.4677  -0.405
C15 2.7463 -1.5326 -0.2082  -0.053
C16 1.5400 1.9008 -0.3233  -0.224
C17 0.1484 1.6065 -0.8970  -0.442
C18 -3.0523 -0.1897 0.9521  -0.187
C19 -3.1712 -1.5351 1.2256  -0.256
H1 -1.4868 -4.7413 -0.5014  0.173
H2 -2.7554 -5.7390 0.2501  0.201
H3 -3.1429 -4.7420 -1.1734  0.175
H4 -1.9796 -2.7600 -1.6987  0.217
H5 -1.7920 -0.3859 -2.1633  0.204
H6 -3.1329 2.2798 -0.0108  0.211
H7 -2.4755 1.8823 -1.6116  0.201
H8 -0.0379 4.2579 -0.1013  0.182
H9 -1.7913 4.2877 0.1577  0.157
H10 -1.9523 3.8310 -2.0996  0.463
H11 -1.0126 1.0521 1.6462  0.217
H12 -1.4369 2.7361 1.9600  0.208
H13 0.7878 2.0984 2.8995  0.199
H14 0.9246 3.4097 1.7246  0.189
H15 1.7965 0.0924 2.4857  0.208
H16 0.7348 -0.3352 1.1265  0.173
H17 4.6646 0.4398 1.5061  0.212
H18 5.5469 -2.7974 -1.5050  0.236
H19 4.1521 -3.8384 -1.1392  0.202
H20 4.0553 -2.6572 -2.4644  0.203
H21 1.9074 -2.0441 -0.6373  0.213
H22 2.2882 1.3205 -0.8676  0.214
H23 1.7820 2.9591 -0.4528  0.191
H24 0.1157 1.9418 -1.9354  0.226
H25 -0.0118 0.5277 -0.8784  0.207
H26 -3.3803 0.5291 1.6891  0.213
H27 -3.5739 -1.8799 2.1648  0.225

=====

[3]
DFT (the ωB97M-V functional and the def2-TZVPD basis) results for an isolated molecule of C19H27N3O3S.

Results
SMILES: CCCCCNC(=O)c1ccc2c(=O)n(CCCOCC)c(=S)[nH]c2c1
Gap between HOMO and LUMO: 8.3 eV
LUMO level: -0.0042 Ha
Relative energy (zero: lowest compared OMol25 entry of this formula, charge and spin): 1.92 kcal/mol

Each line ends with the natural charge from an NBO analysis.
CARTESIAN COORDINATES (ANGSTROEM)
C1 -9.3210 -0.9867 -0.7295  -0.599
C2 -7.8157 -0.8333 -0.5486  -0.395
C3 -7.4811 -0.0702 0.7317  -0.392
C4 -5.9811 0.0098 1.0126  -0.397
C5 -5.2416 0.9075 0.0192  -0.230
N1 -3.8268 0.9693 0.3078  -0.602
C6 -2.9063 0.3567 -0.4704  0.659
O1 -3.1822 -0.2139 -1.5069  -0.616
C7 -1.4986 0.4334 0.0378  -0.081
C8 -1.0101 1.5296 0.7547  -0.243
C9 0.3028 1.5473 1.1733  -0.123
C10 1.1474 0.4745 0.8955  -0.217
C11 2.5520 0.5047 1.3141  0.694
O2 3.0442 1.4163 1.9461  -0.595
N2 3.3177 -0.5913 0.9355  -0.451
C12 4.7503 -0.4765 1.1611  -0.230
C13 5.3720 0.5409 0.1989  -0.440
C14 4.9633 0.2842 -1.2575  -0.077
O3 3.5868 0.5237 -1.4997  -0.568
C15 3.2593 1.7417 -2.1299  -0.051
C16 3.4923 2.9894 -1.2812  -0.647
C17 2.8347 -1.6619 0.2385  0.312
S1 3.7287 -2.9821 -0.1768  -0.211
N3 1.5168 -1.6526 -0.0948  -0.580
C18 0.6632 -0.6161 0.1650  0.279
C19 -0.6608 -0.6270 -0.2655  -0.230
H1 -9.5420 -1.5302 -1.6448  0.210
H2 -9.8002 -0.0115 -0.7856  0.200
H3 -9.7540 -1.5323 0.1064  0.200
H4 -7.4045 -0.3090 -1.4120  0.196
H5 -7.3529 -1.8215 -0.5083  0.197
H6 -7.9647 -0.5722 1.5731  0.203
H7 -7.8925 0.9402 0.6709  0.193
H8 -5.5487 -0.9922 0.9726  0.205
H9 -5.8272 0.4017 2.0223  0.195
H10 -5.3268 0.5119 -0.9939  0.236
H11 -5.6584 1.9198 0.0466  0.190
H12 -3.5552 1.3213 1.2119  0.394
H13 -1.6456 2.3789 0.9543  0.218
H14 0.7070 2.3848 1.7214  0.241
H15 4.9042 -0.1485 2.1918  0.228
H16 5.1883 -1.4645 1.0163  0.246
H17 6.4573 0.4724 0.2790  0.218
H18 5.0627 1.5419 0.4973  0.225
H19 5.1366 -0.7705 -1.5001  0.201
H20 5.5768 0.8963 -1.9288  0.175
H21 2.1936 1.6444 -2.3582  0.187
H22 3.8125 1.8307 -3.0773  0.161
H23 3.0469 3.8476 -1.7777  0.215
H24 3.0331 2.8734 -0.3026  0.219
H25 4.5550 3.1810 -1.1512  0.203
H26 1.1947 -2.4432 -0.6385  0.434
H27 -1.0469 -1.4527 -0.8440  0.238

=====

[4]
DFT (the ωB97M-V functional and the def2-TZVPD basis) results for an isolated molecule of C19H27N5O in a non-equilibrium geometry.

Results
SMILES: Cc1nc2nc(C)c(CCC(=O)NCCC3=CCCCC3)c(C)n2n1
Gap between HOMO and LUMO: 9.4 eV
LUMO level: 0.0204 Ha
Relative energy (zero: lowest compared OMol25 entry of this formula, charge and spin): 16.01 kcal/mol

Each line ends with the natural charge from an NBO analysis.
CARTESIAN COORDINATES (ANGSTROEM)
C1 0.8510 4.5846 -0.7900  -0.650
C2 1.4128 3.2579 -0.4530  0.359
N1 1.9256 2.9675 0.7538  -0.501
C3 2.3150 1.7126 0.6476  0.489
N2 2.9042 0.9240 1.5254  -0.447
C4 3.1738 -0.3110 1.1674  0.266
C5 3.8848 -1.1284 2.1997  -0.654
C6 2.8433 -0.8380 -0.1084  -0.140
C7 3.0428 -2.2956 -0.4198  -0.410
C8 1.8836 -3.1489 0.1352  -0.483
C9 0.5568 -2.6134 -0.3781  0.682
O1 0.0540 -2.9868 -1.4188  -0.642
N3 0.0188 -1.6440 0.3919  -0.616
C10 -1.1968 -0.9435 0.0472  -0.225
C11 -2.2893 -1.1489 1.1034  -0.417
C12 -3.5567 -0.4488 0.6942  0.007
C13 -3.8485 0.7736 1.1161  -0.184
C14 -5.0810 1.5293 0.7259  -0.435
C15 -6.1221 0.6163 0.0850  -0.391
C16 -5.4489 -0.2898 -0.9392  -0.390
C17 -4.4592 -1.2123 -0.2345  -0.439
C18 2.2647 0.0017 -1.0429  0.307
C19 1.9048 -0.3501 -2.4460  -0.693
N4 2.0160 1.2626 -0.6454  -0.178
N5 1.4488 2.2594 -1.3253  -0.341
H1 0.0567 4.8347 -0.0901  0.233
H2 1.6268 5.3425 -0.7005  0.234
H3 0.4643 4.5695 -1.8044  0.230
H4 4.0391 -0.5113 3.0798  0.247
H5 4.8521 -1.4553 1.8213  0.225
H6 3.3145 -2.0117 2.4783  0.215
H7 3.9790 -2.6513 0.0124  0.224
H8 3.0898 -2.4396 -1.4985  0.228
H9 2.0009 -4.1742 -0.2161  0.240
H10 1.8911 -3.1452 1.2255  0.204
H11 0.4707 -1.3769 1.2524  0.396
H12 -1.5178 -1.3375 -0.9192  0.232
H13 -0.9876 0.1271 -0.0589  0.197
H14 -2.4741 -2.2197 1.2147  0.210
H15 -1.9350 -0.7557 2.0593  0.203
H16 -3.1683 1.2954 1.7769  0.197
H17 -5.5010 2.0225 1.6065  0.212
H18 -4.7974 2.3199 0.0222  0.207
H19 -6.9032 1.2147 -0.3876  0.207
H20 -6.5893 -0.0003 0.8557  0.195
H21 -6.1941 -0.8814 -1.4742  0.207
H22 -4.9170 0.3246 -1.6685  0.197
H23 -3.8581 -1.7526 -0.9693  0.213
H24 -5.0061 -1.9624 0.3471  0.209
H25 1.4517 0.5180 -2.9176  0.261
H26 1.2037 -1.1814 -2.4759  0.264
H27 2.7949 -0.6351 -3.0057  0.236